# 1
This record from OMol25 describes one molecule with the formula C4H7NOS at a distorted geometry. The level of theory is the ωB97M-V functional and the def2-TZVPD basis.

```
14
Properties=species:S:1:pos:R:3:forces:R:3:nbo_charge:R:1
C -0.468 1.852 0.338 -1.2 1.9 2.4 0.490
C -0.017 -1.470 0.063 2.0 -0.9 2.6 -0.511
C -1.034 -0.571 0.688 -0.7 3.1 0.0 -0.222
C 0.677 -0.599 -0.894 -0.4 4.0 -1.8 -0.088
N -0.806 0.705 -0.153 1.0 -5.7 -2.5 -0.470
O 0.224 2.681 -0.190 1.1 1.0 -0.7 -0.625
S 2.259 0.123 -0.494 -0.9 -2.4 1.9 0.111
H -1.038 2.155 1.320 0.7 -0.7 -0.9 0.071
H 0.776 -1.848 0.832 -1.5 0.4 -1.2 0.226
H -0.449 -2.296 -0.420 -0.5 -1.3 -0.6 0.235
H -2.083 -0.873 0.719 0.2 -0.3 -0.5 0.205
H -0.832 -0.169 1.661 0.4 -0.8 1.1 0.198
H 0.554 -0.654 -2.035 -0.3 0.0 2.0 0.242
H 2.237 0.963 -1.434 0.0 1.7 -2.0 0.137
```
Positions in Å, forces in eV/Å.

## Properties
E_LUMO (alpha / beta)	-0.28 / -0.28	eV
relative energy (zero: lowest compared OMol25 entry of this formula, charge and spin)	3.701	eV
Kohn-Sham gap (alpha / beta)	8.53 / 8.53	eV

# 2
This record from OMol25 describes a 2-piece molecular cluster, C4H7NOS overall at a distorted geometry. The level of theory is the ωB97M-V functional and the def2-TZVPD basis.

```
14
Properties=species:S:1:pos:R:3:forces:R:3:nbo_charge:R:1
C -1.286 0.417 -0.463 0.1 -3.6 0.9 0.100
C -2.013 -0.442 0.485 -0.6 0.0 1.7 -0.393
C -0.756 -1.116 -0.357 -3.0 1.7 -0.9 -0.497
C 2.841 0.506 0.078 -4.5 -3.3 0.2 -0.146
H 0.451 1.078 0.085 -2.7 0.5 0.5 0.503
H -1.677 0.674 -1.443 0.3 0.6 0.1 0.185
H -1.992 0.080 1.635 0.5 -2.1 -3.3 0.254
H -3.035 -0.806 0.297 0.7 -0.3 -0.3 0.213
H -1.114 -1.551 -1.339 0.5 -0.3 1.6 0.231
H 3.042 1.441 -0.536 0.1 -1.5 0.9 0.209
H 3.611 0.241 1.438 -2.5 0.6 -4.4 0.194
N 1.603 -0.217 -0.472 7.8 5.6 2.1 -0.704
O -0.555 1.161 0.360 4.5 3.2 -0.4 -0.726
S 0.880 -1.466 0.233 -1.3 -1.1 1.0 0.577
```
Positions in Å, forces in eV/Å.

## Properties
E_LUMO	-0.49	eV
relative energy (zero: lowest compared OMol25 entry of this formula, charge and spin)	7.906	eV
Kohn-Sham gap	7.88	eV

# 3
This record from OMol25 describes one molecule with the formula C4H7NOS at a distorted geometry. The level of theory is the ωB97M-V functional and the def2-TZVPD basis.

```
14
Properties=species:S:1:pos:R:3:forces:R:3:nbo_charge:R:1
S 3.382 -0.473 0.112 -1.5 1.0 -0.2 -0.101
C 2.061 0.524 -0.118 0.3 -0.8 -0.2 -0.094
N 0.818 0.179 -0.623 1.3 -0.2 1.3 -0.137
C -0.379 0.941 -0.298 0.3 1.4 -0.1 -0.238
C -1.174 0.019 0.582 0.0 -0.2 0.4 -0.449
C -0.857 -1.311 -0.063 -1.0 -0.3 -1.1 -0.082
O 0.503 -1.207 -0.501 0.3 0.0 0.0 -0.351
H 2.137 1.611 0.077 -0.2 -0.6 -0.3 0.196
H -0.116 1.908 0.198 -0.1 -0.8 -0.5 0.222
H -0.886 1.153 -1.244 -0.2 0.1 0.2 0.206
H -0.796 0.015 1.606 0.2 0.1 0.0 0.216
H -2.224 0.282 0.637 -0.2 -0.1 -0.2 0.231
H -0.984 -2.157 0.627 0.4 0.2 -0.3 0.210
H -1.486 -1.486 -0.991 0.5 0.1 1.1 0.171
```
Positions in Å, forces in eV/Å.

## Properties
structure (SMILES)	S=CN1CCCO1
E_LUMO	0.54	eV
relative energy (zero: lowest compared OMol25 entry of this formula, charge and spin)	2.619	eV
Kohn-Sham gap	8.82	eV

# 4
This record from OMol25 describes one molecule with the formula C4H7NOS at a distorted geometry. The level of theory is the ωB97M-V functional and the def2-TZVPD basis.

```
14
Properties=species:S:1:pos:R:3:forces:R:3:nbo_charge:R:1
H -2.180 1.536 1.139 0.4 0.1 0.8 0.345
N -2.601 1.175 0.304 1.3 -2.4 -0.5 -0.571
C -2.064 0.099 -0.141 0.7 -0.9 0.2 0.168
C -0.906 -1.237 0.003 -2.4 1.2 0.8 -0.160
C 0.400 -1.124 -0.223 -1.7 -0.2 -0.2 -0.551
S 1.141 0.420 -0.462 0.5 1.1 0.1 1.695
C 2.163 0.567 0.761 0.9 -0.3 0.1 -1.036
O 0.141 1.432 -0.337 -1.2 1.3 -1.1 -0.958
H -2.430 -0.237 -1.058 -1.2 -0.3 -1.6 0.136
H -1.390 -2.334 0.093 1.0 2.9 0.0 0.242
H 0.917 -2.016 -0.100 1.6 -1.3 -0.3 0.244
H 1.512 0.430 -1.938 -0.5 -0.3 1.8 -0.026
H 2.444 1.527 1.201 -0.2 -0.3 -0.7 0.262
H 2.852 -0.237 0.758 0.8 -0.7 0.5 0.210
```
Positions in Å, forces in eV/Å.

## Properties
structure (SMILES)	[H]/N=C\C=C/[S@H](=C)=O
E_LUMO	0.23	eV
relative energy (zero: lowest compared OMol25 entry of this formula, charge and spin)	7.429	eV
Kohn-Sham gap	8.68	eV

# 5
This record from OMol25 describes a 3-piece molecular cluster, C4H7NOS overall at a distorted geometry. The level of theory is the ωB97M-V functional and the def2-TZVPD basis.

```
14
Properties=species:S:1:pos:R:3:forces:R:3:nbo_charge:R:1
C 2.653 3.642 -2.216 0.2 -0.1 -1.3 -0.247
C -1.488 -5.250 1.189 0.8 -1.6 -0.9 -0.781
C 2.795 4.176 -1.159 -0.5 0.3 0.9 -0.235
C -0.696 1.529 0.037 3.0 2.3 -0.2 -0.027
N -0.810 2.117 -1.060 -0.1 -0.3 -1.6 -0.597
O -2.383 -3.613 2.877 0.2 0.3 0.4 -0.908
S -1.229 -4.430 2.494 -0.7 0.8 0.6 1.216
H 2.620 3.303 -3.241 0.0 0.0 0.7 0.244
H -2.349 -5.390 0.578 -0.8 0.5 -0.1 0.245
H -0.687 -5.932 0.951 0.4 0.0 -0.1 0.229
H 2.728 4.662 -0.207 0.3 -0.2 -0.2 0.239
H -1.370 0.915 0.469 -2.9 -1.8 0.9 0.153
H 0.058 2.572 -1.396 -0.6 0.1 0.8 0.346
H 0.159 1.699 0.684 0.6 -0.2 0.1 0.124
```
Positions in Å, forces in eV/Å.

## Properties
E_LUMO	-0.05	eV
relative energy (zero: lowest compared OMol25 entry of this formula, charge and spin)	5.333	eV
Kohn-Sham gap	9.66	eV

# 6
This record from OMol25 describes one molecule with the formula C4H7NOS at a distorted geometry. The level of theory is the ωB97M-V functional and the def2-TZVPD basis.

```
14
Properties=species:S:1:pos:R:3:forces:R:3:nbo_charge:R:1
N 1.460 -0.098 1.062 0.0 -0.2 -0.6 -0.831
C 1.408 -0.481 -0.351 -0.1 -0.1 -0.2 -0.243
C -0.013 -0.462 -0.918 1.0 0.5 0.7 -0.034
O -0.477 0.890 -0.831 -0.6 0.7 -0.1 -0.509
C -1.537 1.057 0.043 0.2 -0.5 -0.3 0.084
C -2.008 -0.048 0.594 -0.3 -0.8 0.1 -0.438
S -1.189 -1.508 -0.018 -0.4 0.2 0.3 0.223
H 2.395 0.182 1.331 0.0 -0.1 0.0 0.362
H 0.869 0.712 1.190 0.0 0.2 0.1 0.358
H 1.778 -1.486 -0.519 0.1 -0.5 0.4 0.189
H 2.020 0.121 -1.037 -0.1 0.4 0.2 0.176
H 0.084 -0.762 -1.956 -0.4 0.0 -0.2 0.202
H -1.931 2.060 0.151 0.3 -0.1 -0.1 0.215
H -2.860 -0.175 1.261 0.4 0.3 -0.2 0.246
```
Positions in Å, forces in eV/Å.

## Properties
structure (SMILES)	NC[C@@H]1OC=CS1
E_LUMO	0.91	eV
relative energy (zero: lowest compared OMol25 entry of this formula, charge and spin)	1.422	eV
Kohn-Sham gap	8.74	eV

# 7
This record from OMol25 describes one molecule with the formula C4H7NOS at a distorted geometry. The level of theory is the ωB97M-V functional and the def2-TZVPD basis.

```
14
Properties=species:S:1:pos:R:3:forces:R:3:nbo_charge:R:1
C -2.446 0.446 -0.211 1.2 0.2 1.2 -0.283
C -1.166 0.415 0.279 -1.9 1.5 -1.5 -0.290
C -0.240 -0.727 0.085 -1.4 -1.4 0.3 0.071
S -0.856 -2.311 0.120 0.5 0.5 -0.1 -0.274
N 1.040 -0.516 -0.114 0.2 3.4 0.8 -0.067
C 1.692 0.846 0.089 -1.1 -1.0 -2.3 -0.424
O 1.946 -1.520 -0.081 0.9 0.5 -0.1 -0.528
H -2.872 -0.438 -0.643 -0.1 -0.4 -0.2 0.214
H -3.142 1.314 -0.107 1.1 -0.7 0.0 0.207
H -0.817 1.401 0.606 0.1 -0.7 0.3 0.207
H 2.220 0.786 1.028 0.1 0.4 0.2 0.221
H 0.873 1.638 -0.004 1.6 -1.2 0.4 0.226
H 2.372 0.952 -0.800 -0.4 0.1 1.1 0.225
H 1.397 -2.287 -0.248 -0.7 -1.2 0.0 0.496
```
Positions in Å, forces in eV/Å.

## Properties
structure (SMILES)	C=CC(=S)N(C)O
E_LUMO	0.13	eV
relative energy (zero: lowest compared OMol25 entry of this formula, charge and spin)	3.005	eV
Kohn-Sham gap	8.58	eV

# 8
This record from OMol25 describes a 2-piece molecular cluster, C4H7NOS overall at a distorted geometry. The level of theory is the ωB97M-V functional and the def2-TZVPD basis.

```
14
Properties=species:S:1:pos:R:3:forces:R:3:nbo_charge:R:1
C -0.279 1.619 1.430 0.2 2.9 3.0 -0.463
C -0.242 0.477 0.853 2.6 -2.9 -3.2 -0.278
C 1.578 -0.125 -0.328 -4.1 2.4 0.4 0.746
C -1.865 -0.470 -1.155 -1.8 -2.5 0.5 -0.733
N 2.220 -1.150 0.149 -2.7 -0.5 3.5 -0.821
O 1.685 0.445 -1.367 0.4 0.0 0.2 -0.577
S -1.590 -0.597 0.646 -0.1 -0.3 -0.5 0.227
H -1.220 1.938 1.960 0.8 -0.2 -0.8 0.204
H 0.628 2.230 1.699 -1.0 -0.6 -0.7 0.216
H -2.216 -1.450 -1.603 0.4 0.8 0.9 0.222
H -1.060 -0.189 -1.728 2.4 0.7 -0.8 0.232
H -2.640 0.211 -1.372 -0.9 1.0 0.1 0.215
H 1.969 -1.534 1.063 0.2 0.4 -0.7 0.416
H 3.031 -1.404 -0.247 3.5 -1.3 -1.8 0.392
```
Positions in Å, forces in eV/Å.

## Properties
E_LUMO	0.67	eV
relative energy (zero: lowest compared OMol25 entry of this formula, charge and spin)	3.353	eV
Kohn-Sham gap	8.57	eV

# 9
This record from OMol25 describes a 2-piece molecular cluster, C4H7NOS overall at a distorted geometry. The level of theory is the ωB97M-V functional and the def2-TZVPD basis.

```
14
Properties=species:S:1:pos:R:3:forces:R:3:nbo_charge:R:1
C -0.504 -1.036 1.180 0.9 -1.2 0.0 0.147
C -1.506 0.311 -1.342 -1.1 -0.7 0.9 -0.558
C 1.140 1.454 0.911 -2.7 -0.2 -4.8 -0.738
C 0.432 -1.161 0.140 0.9 4.2 1.8 0.100
N -1.072 -1.106 2.187 -0.5 0.4 0.0 -0.298
O 0.460 -2.176 -0.637 -0.8 -3.2 -1.6 -0.645
S 1.801 0.008 0.083 0.0 -1.2 0.0 0.224
H -0.815 -0.220 -2.004 -0.5 0.1 0.3 0.169
H -2.200 -0.263 -0.608 1.4 1.2 -1.7 0.195
H -1.685 1.380 -1.543 0.1 -0.7 0.3 0.176
H 1.339 1.534 1.895 1.3 0.5 3.1 0.223
H 0.024 1.248 0.830 1.1 0.9 0.0 0.250
H 1.413 2.285 0.184 -0.4 -0.7 1.6 0.244
H 1.173 -2.259 -1.276 0.2 0.6 0.1 0.511
```
Positions in Å, forces in eV/Å.

## Properties
E_LUMO (alpha / beta)	-0.08 / 0.05	eV
relative energy (zero: lowest compared OMol25 entry of this formula, charge and spin)	5.090	eV
Kohn-Sham gap (alpha / beta)	8.74 / 7.35	eV

# 10
This record from OMol25 describes one molecule with the formula C4H7NOS2 at a distorted geometry. The level of theory is the ωB97M-V functional and the def2-TZVPD basis.

```
15
Properties=species:S:1:pos:R:3:forces:R:3:nbo_charge:R:1
O 1.883 -0.972 0.317 0.1 0.3 0.6 -0.549
C 1.367 -1.475 1.289 2.3 -3.0 -1.6 0.164
S 0.006 -0.963 2.101 -0.6 0.2 1.9 0.313
C -0.168 0.652 1.434 -2.4 0.5 -2.5 -0.577
C -1.206 0.481 0.174 -0.2 -0.2 3.0 -0.241
N -0.780 -0.519 -0.821 0.4 7.9 -2.7 -0.591
C -0.404 0.127 -2.027 -0.3 1.1 2.4 -0.023
S -0.268 1.794 -2.347 -0.2 -2.4 0.4 -0.174
H 1.743 -2.541 1.630 -0.6 1.7 -0.2 0.140
H -0.895 1.137 2.094 1.0 0.6 0.4 0.230
H 0.720 1.182 1.133 0.4 0.0 0.5 0.261
H -1.979 0.147 0.897 -0.6 -0.6 -1.6 0.194
H -1.562 1.511 -0.206 1.0 -2.0 0.0 0.261
H -0.867 -1.461 -0.858 -0.6 -3.2 0.5 0.408
H -0.115 -0.572 -2.753 0.3 -0.9 -1.1 0.184
```
Positions in Å, forces in eV/Å.

## Properties
structure (SMILES)	O=CSCCNC=S
E_LUMO	0.45	eV
relative energy (zero: lowest compared OMol25 entry of this formula, charge and spin)	2.251	eV
Kohn-Sham gap	8.90	eV

Q: Look up the relative energy (zero: lowest compared OMol25 entry of this formula, charge and spin) of the first one.
A: 3.701 eV

Q: Among the records above, which one has the highest relative energy (zero: lowest compared OMol25 entry of this formula, charge and spin)?
A: number 2

Please write out number 9 again, unchanged.
This record from OMol25 describes a 2-piece molecular cluster, C4H7NOS overall at a distorted geometry. The level of theory is the ωB97M-V functional and the def2-TZVPD basis.

```
14
Properties=species:S:1:pos:R:3:forces:R:3:nbo_charge:R:1
C -0.504 -1.036 1.180 0.9 -1.2 0.0 0.147
C -1.506 0.311 -1.342 -1.1 -0.7 0.9 -0.558
C 1.140 1.454 0.911 -2.7 -0.2 -4.8 -0.738
C 0.432 -1.161 0.140 0.9 4.2 1.8 0.100
N -1.072 -1.106 2.187 -0.5 0.4 0.0 -0.298
O 0.460 -2.176 -0.637 -0.8 -3.2 -1.6 -0.645
S 1.801 0.008 0.083 0.0 -1.2 0.0 0.224
H -0.815 -0.220 -2.004 -0.5 0.1 0.3 0.169
H -2.200 -0.263 -0.608 1.4 1.2 -1.7 0.195
H -1.685 1.380 -1.543 0.1 -0.7 0.3 0.176
H 1.339 1.534 1.895 1.3 0.5 3.1 0.223
H 0.024 1.248 0.830 1.1 0.9 0.0 0.250
H 1.413 2.285 0.184 -0.4 -0.7 1.6 0.244
H 1.173 -2.259 -1.276 0.2 0.6 0.1 0.511
```
Positions in Å, forces in eV/Å.

## Properties
E_LUMO (alpha / beta)	-0.08 / 0.05	eV
relative energy (zero: lowest compared OMol25 entry of this formula, charge and spin)	5.090	eV
Kohn-Sham gap (alpha / beta)	8.74 / 7.35	eV

Q: The highest relative energy (zero: lowest compared OMol25 entry of this formula, charge and spin) belongs to which entry?
A: number 2